C4H11N3O as an isolated structure at a distorted geometry. Source: OMol25; level of theory: ωB97M-V/def2-TZVPD.

Geometry as XYZ:
```
19
C4H11N3O ωB97M-V/def2-TZVPD
C 0.399 0.771 -1.658
C 1.862 -0.018 0.402
C -1.353 -1.467 -0.552
N -0.856 -0.368 0.249
C 0.509 1.105 -0.321
N -1.861 0.364 0.801
N 1.618 -0.113 1.753
O 0.268 2.086 0.374
H -2.595 0.647 0.145
H -1.485 1.175 1.289
H 1.637 0.785 2.226
H 0.750 -0.609 1.940
H 0.643 -0.215 -2.027
H 0.377 1.573 -2.391
H 1.799 -0.963 -0.125
H 2.734 0.571 0.141
H -2.138 -1.162 -1.258
H -1.773 -2.230 0.113
H -0.535 -1.932 -1.102
```

Output
LUMO energy (spin up / spin down) = -0.71 / -0.19 eV
energy = -10839.1947 eV
multiplicity = 1
relative energy (zero: lowest compared OMol25 entry of this formula, charge and spin) = 138.7 kcal/mol

=====

C22H19MnN6O3S3 as an isolated structure at a distorted geometry. Source: OMol25; level of theory: ωB97M-V/def2-TZVPD.

Geometry as XYZ:
```
54
C22H19MnN6O3S3 ωB97M-V/def2-TZVPD
Mn -0.410 -0.239 0.461
N 1.668 -3.019 3.853
C 1.294 -2.611 2.586
S -0.031 -3.396 1.860
N 2.076 -1.695 2.073
N 1.719 -1.026 0.939
C 2.752 -0.616 0.283
C 2.763 0.115 -0.956
C 3.985 0.456 -1.549
C 4.050 1.101 -2.768
C 2.869 1.430 -3.434
C 1.646 1.117 -2.878
C 1.558 0.463 -1.631
O 0.408 0.185 -1.123
H 1.341 -3.931 4.113
H 2.614 -2.786 4.115
H 3.723 -0.892 0.700
H 4.899 0.190 -1.026
H 5.007 1.351 -3.210
H 2.910 1.930 -4.395
H 0.718 1.375 -3.374
O -3.948 -0.910 2.040
C -2.872 -1.002 1.460
O -1.788 -0.392 1.743
C -2.743 -1.915 0.253
C -3.662 -2.910 -0.032
C -3.433 -3.753 -1.104
C -2.283 -3.560 -1.863
C -1.432 -2.525 -1.529
N -1.649 -1.716 -0.497
H -4.536 -2.997 0.599
H -4.117 -4.559 -1.336
H -2.052 -4.210 -2.696
H -0.534 -2.324 -2.102
C 2.245 1.158 3.112
C 1.576 2.023 2.108
N 0.493 1.773 1.447
C 0.088 2.849 0.691
C 0.920 3.926 0.733
S 2.241 3.608 1.780
C -1.167 2.815 -0.042
C -1.822 3.908 -0.530
S -3.254 3.420 -1.346
C -2.873 1.755 -0.974
N -1.784 1.622 -0.299
C -3.761 0.657 -1.444
H 1.610 0.313 3.358
H 2.461 1.734 4.014
H 3.186 0.768 2.722
H 0.832 4.867 0.218
H -1.564 4.950 -0.441
H -4.486 1.038 -2.162
H -4.293 0.206 -0.604
H -3.159 -0.120 -1.916
```

Output
LUMO energy (spin up / spin down) = 2.21 / 2.21 eV
total charge = -1
energy = -102034.2393 eV
multiplicity = 2
relative energy (zero: lowest compared OMol25 entry of this formula, charge and spin) = 36.9 kcal/mol

=====

C31H28F13NO3S2 as an isolated structure at a distorted geometry. Source: OMol25; level of theory: ωB97M-V/def2-TZVPD.

Geometry as XYZ:
```
78
C31H28F13NO3S2 ωB97M-V/def2-TZVPD
O -1.777 -4.093 1.958
S -0.730 -3.151 2.087
O 0.406 -3.494 2.867
F -1.264 -1.830 2.634
N -0.335 -2.641 0.574
S 0.297 -4.003 -0.342
C 0.531 -1.432 0.576
C -0.215 -0.244 -0.041
O -1.513 -0.076 0.476
C -2.530 -0.516 -0.378
C -3.799 0.286 -0.104
F -3.420 1.589 0.022
F -4.634 0.225 -1.170
C -4.564 -0.045 1.189
F -5.650 0.742 1.293
F -3.735 0.264 2.216
C -5.001 -1.540 1.381
F -6.128 -1.520 2.142
F -4.061 -2.214 2.069
C -5.368 -2.310 0.104
F -6.489 -1.794 -0.427
F -5.613 -3.589 0.473
H 1.015 -3.356 -1.268
H 1.400 -1.595 -0.033
H 0.819 -1.149 1.581
H 0.346 0.644 0.234
H -0.205 -0.362 -1.122
H -2.300 -0.328 -1.425
H -2.664 -1.588 -0.241
H -4.589 -2.333 -0.651
F 3.836 2.823 -0.172
C 2.716 3.581 -0.149
C 1.834 3.429 0.902
C 0.680 4.200 0.923
C 0.426 5.099 -0.103
C 1.328 5.233 -1.150
C 2.487 4.471 -1.176
H 2.050 2.716 1.687
H -0.020 4.096 1.738
H -0.477 5.694 -0.085
H 1.128 5.930 -1.951
H 3.205 4.562 -1.980
F -2.185 5.114 1.753
C -2.197 5.978 2.790
C -2.201 7.333 2.532
C -2.213 8.216 3.601
C -2.214 7.735 4.903
C -2.207 6.367 5.138
C -2.202 5.476 4.075
H -2.194 7.686 1.509
H -2.223 9.281 3.417
H -2.222 8.427 5.735
H -2.204 5.991 6.152
H -2.203 4.406 4.236
F 3.266 -0.785 -0.728
C 4.599 -0.998 -0.584
C 5.434 0.094 -0.630
C 6.797 -0.102 -0.472
C 7.297 -1.384 -0.284
C 6.432 -2.470 -0.245
C 5.066 -2.281 -0.391
H 5.010 1.075 -0.787
H 7.468 0.746 -0.496
H 8.361 -1.536 -0.164
H 6.821 -3.468 -0.099
H 4.372 -3.111 -0.354
F 1.478 -5.429 -2.315
C 1.074 -5.976 -3.491
C 0.054 -5.368 -4.191
C -0.352 -5.928 -5.393
C 0.258 -7.081 -5.867
C 1.280 -7.675 -5.140
C 1.699 -7.118 -3.941
H -0.413 -4.475 -3.797
H -1.147 -5.463 -5.959
H -0.064 -7.516 -6.803
H 1.754 -8.575 -5.506
H 2.497 -7.561 -3.361
```

Output
LUMO energy = 0.30 eV
energy = -97229.5890 eV
multiplicity = 1

=====

> Which value of multiplicity does entry 1 give?

1

=====

Copy entry 1 word for word.
C4H11N3O as an isolated structure at a distorted geometry. Source: OMol25; level of theory: ωB97M-V/def2-TZVPD.

Geometry as XYZ:
```
19
C4H11N3O ωB97M-V/def2-TZVPD
C 0.399 0.771 -1.658
C 1.862 -0.018 0.402
C -1.353 -1.467 -0.552
N -0.856 -0.368 0.249
C 0.509 1.105 -0.321
N -1.861 0.364 0.801
N 1.618 -0.113 1.753
O 0.268 2.086 0.374
H -2.595 0.647 0.145
H -1.485 1.175 1.289
H 1.637 0.785 2.226
H 0.750 -0.609 1.940
H 0.643 -0.215 -2.027
H 0.377 1.573 -2.391
H 1.799 -0.963 -0.125
H 2.734 0.571 0.141
H -2.138 -1.162 -1.258
H -1.773 -2.230 0.113
H -0.535 -1.932 -1.102
```

Output
LUMO energy (spin up / spin down) = -0.71 / -0.19 eV
energy = -10839.1947 eV
multiplicity = 1
relative energy (zero: lowest compared OMol25 entry of this formula, charge and spin) = 138.7 kcal/mol

=====

> Look up the multiplicity of the second one.

2

=====

> Look up the energy of the third one.

-97229.5890 eV